Record 1
The following is a quantum chemistry calculation of a structure of composition C10H24AlBe2Cl3F4MgN3NaO13P3, from the Open Molecules 2025 dataset.

* energy: -4975.493840 a.u.
* net charge: +1

Last column: Mulliken charge in e.
Geometry (Å):
C -1.884 -3.208 -0.411  -0.85
C -1.689 -2.671 1.108  0.37
O -2.591 -3.330 2.038  -0.57
C -1.817 -1.044 1.170  -0.42
C -0.426 -0.511 1.781  -0.69
C -0.503 0.891 2.539  -0.05
C 0.917 1.159 3.216  -0.80
N 2.089 0.803 2.351  -0.02
C 1.933 -0.428 1.622  0.02
N 2.772 -1.493 1.685  -0.32
N 0.707 -0.526 0.767  0.23
P 0.647 0.991 -0.156  0.02
P 1.045 0.726 -2.279  0.85
O -0.310 0.651 -3.030  -0.54
O 1.979 -0.637 -2.669  -0.49
O 1.765 2.203 -2.815  -0.42
H -1.075 -3.993 -0.643  0.17
H -1.742 -2.358 -1.152  0.15
H -2.888 -3.738 -0.477  0.22
H -0.628 -3.024 1.410  0.14
H -2.324 -3.102 2.960  0.34
H -2.693 -0.826 1.885  0.39
H -1.993 -0.608 0.133  0.05
H -0.122 -1.296 2.579  0.46
H -1.253 0.747 3.403  0.71
H -0.918 1.781 1.889  -0.32
H 0.993 2.297 3.402  0.34
H 0.906 0.678 4.248  0.33
H 2.888 0.700 3.013  0.39
H 2.708 -2.122 2.508  0.26
H 3.450 -1.759 0.964  0.25
H -0.746 1.416 -0.100  -0.27
H 1.557 -1.424 -2.240  0.37
H 2.309 2.044 -3.620  0.30
O -1.024 -4.001 -5.495  -0.64
P -0.927 -4.361 -4.009  0.70
O 0.265 -3.586 -3.402  -0.47
O -0.689 -5.894 -3.895  -0.43
O -2.194 -3.979 -3.250  -0.18
Na 2.305 2.845 0.114  0.81
Mg -0.823 3.383 -0.643  0.78
F -4.627 -3.376 -1.096  -0.28
Al -5.761 -4.241 -2.138  0.59
F -4.872 -5.152 -3.362  -0.40
F -6.826 -3.050 -2.941  -0.33
F -6.738 -5.344 -1.167  -0.40
Be 0.018 -2.129 -5.321  0.85
O -4.084 0.132 -0.444  -0.57
Cl -5.034 1.092 -0.964  1.62
O -5.598 0.591 -2.203  -0.62
O -4.357 2.347 -1.218  -0.65
O -6.090 1.299 -0.004  -0.62
Cl -2.158 3.035 1.771  -0.51
Be -6.350 -1.362 -4.254  0.99
C 6.375 7.015 1.099  -1.04
C 5.878 5.692 1.613  0.78
O 4.929 5.126 1.093  -0.54
C 6.595 5.093 2.792  -0.99
H 5.764 7.325 0.249  0.28
H 6.294 7.771 1.882  0.33
H 7.411 6.920 0.770  0.33
H 6.525 5.764 3.650  0.32
H 7.642 4.913 2.538  0.32
H 6.130 4.140 3.054  0.23
Cl -1.044 -6.996 -1.900  0.13

=====

Record 2
The following is a quantum chemistry calculation of a cluster of 2 separate species, C10H24BN4O2P2S in total, from the Open Molecules 2025 dataset.

* energy: -1870.608388 a.u.
* expectation value of S²: 0.754
* spin multiplicity: 2

Last column: Mulliken spin population.
Geometry (Å):
N -0.444 -5.033 0.051  0.00
P -0.308 -4.215 -1.302  0.00
B 1.585 -3.949 -1.448  0.00
N 2.396 -4.756 -2.342  0.00
C 2.102 -5.063 -3.477  0.00
S 1.825 -5.411 -4.973  0.00
P 2.391 -2.630 -0.260  0.01
N 3.344 -1.789 -1.404  0.00
O 3.551 -3.575 0.461  0.00
H -0.844 -5.954 -0.095  0.00
H -0.779 -4.857 -2.470  0.00
H -0.975 -2.971 -1.294  0.00
H 2.957 -0.873 -1.590  0.00
H 3.525 -2.271 -2.278  0.00
H 3.299 -3.755 1.372  0.00
C -1.363 2.227 2.773  0.01
C -0.291 1.583 1.875  0.01
C 0.725 2.632 1.408  0.03
C 0.174 3.591 0.355  -0.02
C -0.427 2.826 -0.822  0.03
C -1.473 1.789 -0.401  0.01
N -0.906 0.917 0.678  0.39
O -0.131 0.008 0.199  0.54
C -2.763 2.483 0.056  0.01
C -1.852 0.910 -1.589  -0.01
C 0.411 0.515 2.711  -0.01
H -1.562 3.269 2.526  0.00
H -2.301 1.676 2.722  -0.01
H -1.026 2.207 3.809  0.00
H 1.597 2.115 0.995  0.00
H 1.072 3.186 2.284  0.00
H -0.568 4.263 0.794  0.00
H 0.983 4.230 -0.006  0.00
H -0.890 3.518 -1.531  0.00
H 0.378 2.315 -1.361  0.01
H -3.463 1.758 0.471  -0.01
H -3.234 2.952 -0.809  0.00
H -2.603 3.265 0.791  0.00
H -0.981 0.442 -2.041  0.00
H -2.339 1.530 -2.344  0.00
H -2.546 0.125 -1.286  0.00
H -0.289 -0.265 3.012  0.00
H 0.813 0.987 3.609  0.00
H 1.230 0.048 2.171  0.01

=====

Record 3
The following is a quantum chemistry calculation of a structure of composition C10H24CaN6O7, from the Open Molecules 2025 dataset.

* energy: -1927.984054 a.u.

Last column: Mulliken charge in e.
Geometry (Å):
O -3.305 0.024 -0.490  -0.82
H -4.087 0.183 -1.016  0.07
Ca -0.294 -0.279 0.011  1.68
N -1.833 0.362 1.816  0.19
N -0.816 2.144 0.527  0.55
N 0.706 -2.417 -0.667  0.14
N 1.849 -0.122 -1.246  0.12
O -2.266 -0.711 2.259  -0.51
O 0.353 -3.641 -0.036  -0.50
O 2.630 1.064 -1.322  -0.54
O -0.125 3.016 -0.083  -0.63
C -2.014 2.536 1.053  0.09
C -2.652 1.445 1.715  0.56
C 1.981 -2.470 -1.051  0.30
C 2.627 -1.192 -1.365  0.30
C -4.041 1.372 2.193  -1.36
H -4.626 0.777 1.482  0.24
H -4.466 2.372 2.199  0.39
H -4.127 0.977 3.210  0.32
C -2.598 3.892 0.890  -1.36
H -2.752 4.080 -0.172  0.30
H -1.972 4.681 1.308  0.34
H -3.568 3.960 1.374  0.36
C 2.777 -3.733 -0.949  -1.48
C 4.077 -1.127 -1.722  -1.44
H 2.091 -4.586 -0.842  0.41
H 3.469 -3.642 -0.086  0.32
H 3.453 -3.900 -1.799  0.38
H 4.443 -0.103 -1.604  0.42
H 4.198 -1.474 -2.761  0.34
H 4.667 -1.783 -1.066  0.32
H -0.606 -3.601 0.168  0.36
H 1.974 1.784 -1.250  0.34
C -1.254 0.065 -2.495  -1.03
H -2.222 -0.158 -2.059  0.33
H -0.665 -0.698 -3.005  0.29
H -0.951 1.096 -2.698  0.29
O -2.939 -2.525 -0.372  -0.72
H -3.273 -1.539 -0.266  0.41
H -2.687 -2.556 -1.319  0.28
N 3.912 0.173 1.864  -0.41
C 2.741 0.903 1.804  0.55
N 2.942 2.241 2.044  -0.39
O 1.652 0.371 1.506  -0.63
H 4.767 0.630 2.164  0.16
H 3.846 -0.823 2.071  0.25
H 2.183 2.911 2.019  0.24
H 3.878 2.630 1.988  0.18

=====

Record 4
The following is a quantum chemistry calculation of a structure of composition C10H24ClIN2OPPtS, from the Open Molecules 2025 dataset.

* energy: -2195.612231 a.u.
* expectation value of S²: 6.030
* net charge: +3
* spin multiplicity: 5
* energy above the lowest of the compared OMol25 structures with the same formula, charge and spin: 67.1 kJ/mol

Last column: Mulliken spin population.
Geometry (Å):
C 1.567 -2.398 -0.681  0.81
I 3.106 1.754 1.347  1.49
H 0.904 -3.305 -0.578  0.04
H 1.956 -1.924 0.342  0.13
H 2.343 -2.575 -1.485  0.01
Pt -0.762 -0.089 -1.459  0.04
P -0.611 0.496 -3.640  0.00
C 1.007 0.999 -4.348  0.00
C -1.085 -0.859 -4.731  0.00
H -2.550 1.810 -3.055  0.00
H -1.812 2.416 -4.606  0.00
H -1.047 2.780 -3.003  0.00
C -1.597 2.030 -3.612  0.00
H -2.054 -1.256 -4.423  0.00
H -1.116 -0.548 -5.787  0.00
H 0.887 1.284 -5.405  0.00
H 1.724 0.175 -4.309  0.00
H -0.344 -1.669 -4.629  0.00
H 1.434 1.832 -3.810  0.00
C 1.139 0.108 -1.514  0.02
O 2.208 -0.109 -1.860  0.01
Cl -3.014 -0.635 -1.797  0.01
C 2.276 -0.910 2.513  0.32
N 1.038 -0.429 3.114  0.08
C 1.252 0.452 4.260  0.03
C -0.109 -0.319 2.424  -0.06
S -0.434 -1.207 0.939  0.89
N -1.217 0.363 2.946  0.19
C -1.533 0.129 4.353  0.00
C -2.416 0.462 2.083  0.01
H 3.045 -1.031 3.245  0.01
H 2.651 0.082 1.833  -0.03
H 2.059 -1.687 1.775  -0.02
H 0.915 1.533 4.099  0.00
H 0.772 0.077 5.233  0.00
H 2.333 0.507 4.520  -0.01
H -2.633 0.081 4.446  0.00
H -1.094 -0.841 4.725  0.01
H -1.150 1.025 4.958  0.01
H -2.238 1.219 1.272  0.01
H -2.556 -0.534 1.599  0.00
H -3.245 0.713 2.705  0.01

=====

Record 5
The following is a quantum chemistry calculation of a structure of composition C10H24CrF8N9O26S4, from the Open Molecules 2025 dataset.

* energy: -6280.054699 a.u.
* expectation value of S²: 6.005
* net charge: -1
* spin multiplicity: 5
* energy above the lowest of the compared OMol25 structures with the same formula, charge and spin: 0.0 kJ/mol

Last column: Mulliken spin population.
Geometry (Å):
Cr 2.484 -1.291 -2.300  3.92
C -0.771 0.063 -4.838  0.00
F -1.316 0.430 -5.995  0.00
F -1.493 0.641 -3.856  0.00
F -0.862 -1.260 -4.670  0.00
S 0.985 0.655 -4.801  0.01
O 0.937 2.058 -4.579  0.00
O 1.538 -0.132 -3.681  0.00
O 1.498 0.213 -6.061  0.00
C -1.114 0.739 -0.384  0.00
F -1.919 -0.232 -0.798  0.00
F -0.900 1.624 -1.337  0.00
F -1.717 1.398 0.614  0.00
S 0.480 0.037 0.238  0.00
O 1.170 -0.507 -0.923  -0.04
O 1.211 1.122 0.828  0.00
O 0.039 -0.991 1.146  0.00
N 3.951 -2.450 -1.497  0.00
S 5.347 -2.991 -2.033  0.01
O 5.514 -4.391 -1.998  0.00
O 6.466 -2.177 -1.720  0.00
F 5.121 -2.663 -3.588  0.00
S 4.308 -2.641 0.186  0.02
O 4.825 -1.512 0.848  0.00
O 4.750 -3.899 0.641  0.00
F 2.747 -2.678 0.502  0.01
C 3.513 0.556 2.961  0.00
N 4.951 0.684 3.321  0.00
O 5.688 1.210 2.527  0.00
O 5.307 0.172 4.352  0.00
H 3.330 -0.362 2.418  0.00
H 3.225 1.383 2.327  0.00
H 3.030 0.506 3.928  0.00
C -1.309 -3.645 -1.796  0.00
N 0.155 -3.826 -1.808  0.01
O 0.820 -2.929 -2.296  0.01
O 0.598 -4.859 -1.437  0.01
H -1.562 -3.782 -2.850  0.00
H -1.552 -2.623 -1.536  0.00
H -1.813 -4.373 -1.183  0.00
C -3.453 4.434 -0.175  0.00
N -4.765 4.928 -0.634  0.00
O -5.294 5.832 -0.101  0.00
O -5.190 4.435 -1.642  0.00
H -2.904 4.233 -1.091  0.00
H -3.578 3.466 0.296  0.00
H -2.997 5.217 0.415  0.00
C 0.362 3.842 2.191  0.00
N -0.016 4.753 1.059  0.00
O 0.094 4.328 -0.060  0.00
O -0.509 5.834 1.338  0.00
H 0.364 4.472 3.073  0.00
H 1.401 3.589 2.012  0.00
H -0.363 3.044 2.165  0.00
C -3.277 -1.819 2.526  0.00
N -3.196 -3.239 2.107  0.00
O -3.551 -4.065 2.926  0.00
O -2.854 -3.492 0.961  0.00
H -2.960 -1.733 3.558  0.00
H -4.252 -1.408 2.297  0.00
H -2.515 -1.289 1.962  0.00
C 0.136 -4.066 3.321  0.00
N -0.158 -3.277 4.549  0.00
O 0.745 -2.750 5.118  0.00
O -1.303 -3.171 4.861  0.00
H -0.356 -3.599 2.478  0.00
H -0.308 -5.032 3.556  0.00
H 1.204 -4.137 3.191  0.00
C 2.761 2.696 -1.671  0.00
N 3.762 1.764 -1.117  0.00
O 4.682 2.199 -0.501  0.00
O 3.560 0.574 -1.310  0.02
H 2.222 2.294 -2.520  0.00
H 3.220 3.663 -1.832  0.00
H 2.074 2.833 -0.831  0.00
C -5.423 0.680 -0.613  0.00
N -6.211 1.468 0.382  0.00
O -5.665 2.418 0.877  0.00
O -7.355 1.150 0.573  0.00
H -6.120 0.068 -1.168  0.00
H -4.631 0.159 -0.093  0.00
H -5.037 1.429 -1.304  0.00